The following is a DFT calculation (ωB97M-V/def2-TZVPD) of a 12-piece molecular cluster, C44H92N4O12 overall at a distorted geometry.

XYZ file:
```
152
Properties=species:S:1:pos:R:3:forces:R:3
C -0.462539 -3.478974 -4.771339 -1.4539 -0.2893 -0.3633
N -1.663339 -3.231351 -3.961218 0.2330 -2.1599 -2.2668
C -2.891430 -3.964066 -4.351175 -0.0681 0.7149 0.4525
C -1.652012 -2.368373 -3.003078 -0.5794 1.9998 2.0111
O -2.642485 -2.056801 -2.346967 0.1263 0.1241 0.3059
H -0.360195 -4.561623 -4.753456 0.2739 -0.1150 -0.6741
H 0.444743 -3.094848 -4.342319 0.1628 0.5203 0.3188
H -0.679370 -3.058834 -5.778508 0.5769 -0.5555 0.3848
H -3.472555 -3.379446 -5.109536 0.5242 -0.6114 0.4551
H -2.601201 -4.955671 -4.719933 -0.1215 0.3649 -0.0985
H -3.540042 -4.090789 -3.462309 0.4541 0.1765 -0.4698
H -0.665482 -1.895653 -2.837198 -0.0522 -0.0872 0.0554
C -5.597179 -0.217980 0.839243 -0.4748 -0.6930 0.8645
N -5.161974 -0.131972 2.235995 1.1499 -1.2826 -1.5746
C -4.134985 -1.094389 2.636159 -0.9406 0.7488 -1.1384
C -5.801775 0.514915 3.173846 0.8170 1.4717 1.1926
O -5.368231 0.557836 4.327162 -1.1508 0.0630 -0.1113
H -4.779257 -0.118447 0.118298 -0.0030 -0.0644 0.3766
H -6.270874 0.609037 0.700656 -0.4554 0.2204 -0.3852
H -6.134450 -1.187827 0.709043 0.3436 0.6650 -0.2823
H -3.546517 -1.173390 1.742038 0.8814 -0.4952 -0.0313
H -3.614315 -0.799056 3.513393 0.5649 0.5229 0.4837
H -4.652620 -1.998756 2.848952 -0.1421 -1.1907 0.1376
H -6.608790 1.130441 2.756491 -0.4288 0.0873 0.4349
C 5.778855 2.953526 -1.263790 1.3574 -0.5219 -0.3214
N 4.902551 1.826906 -1.119088 -0.4109 -0.4886 0.8793
C 3.498401 2.059874 -1.417951 1.0030 -0.3031 -0.6334
C 5.318893 0.664812 -0.535088 -0.0006 0.8953 0.6464
O 4.596477 -0.276229 -0.198594 1.1358 0.9358 -0.6439
H 5.947070 3.156031 -2.312496 -0.0317 0.1710 -0.5082
H 6.780503 2.696636 -0.862208 -0.5739 0.2530 -0.0003
H 5.422276 3.874030 -0.822622 -0.3227 0.0088 0.4737
H 3.460300 2.308318 -2.480201 -0.6000 -0.2769 -0.0375
H 2.975840 1.177860 -1.110430 -0.3832 -0.3942 -0.5734
H 3.103057 2.855873 -0.833521 -0.0969 0.8912 0.4164
H 6.437553 0.809163 -0.326654 -1.0645 -0.9882 -0.0730
C -1.334973 -2.691150 4.772396 0.6200 -0.3353 -0.4957
N 0.066036 -3.055235 5.134317 -0.5956 1.3232 -0.7012
C 0.994133 -1.933710 5.467227 -1.2706 -1.6914 -0.4769
C 0.517806 -4.310836 4.847533 -0.6819 1.7646 0.6988
O 1.662504 -4.674427 4.949725 0.5414 -0.5707 -0.1033
H -1.943391 -2.700591 5.667686 -0.3197 0.1599 0.1546
H -1.713017 -3.440076 4.056088 0.0716 0.2095 0.3746
H -1.436671 -1.708680 4.249368 0.5499 -0.6444 0.5866
H 0.788688 -1.600077 6.473750 -0.0255 0.4044 0.1834
H 1.944912 -2.394818 5.413495 1.2315 -0.1455 0.1434
H 0.906903 -1.164355 4.715310 -0.1404 0.3982 0.0174
H -0.356883 -4.901519 4.583400 0.0116 -0.8396 -0.3588
C 0.662717 4.978664 -0.837919 -1.3544 0.6696 0.4667
C -0.078052 3.665142 -0.461161 1.1766 -0.0557 -0.0684
C -1.199589 4.094537 0.536650 -0.4930 0.4660 -2.3056
O -1.221036 5.520847 0.467984 0.4550 0.7874 0.2690
C 0.075414 6.034999 0.103201 -0.4642 -2.3201 0.6408
H 0.430895 5.364680 -1.793729 -0.6151 -0.1922 -1.5098
H 1.724773 4.946004 -0.851576 0.9913 -0.3255 0.5673
H 0.665719 3.015417 0.009431 -0.3488 -0.0063 0.0475
H -0.341899 3.120625 -1.389274 -0.5195 0.3107 0.6808
H -1.143061 3.658862 1.530226 0.5243 0.2624 0.3255
H -2.196969 3.880637 0.147028 0.0878 -0.7015 0.1045
H 0.655516 6.096123 0.978546 0.9685 0.0795 1.4525
H -0.000083 7.019141 -0.263219 -0.4689 1.0591 -0.8200
C 4.555707 -3.994605 -2.966434 -0.3601 0.7378 0.2487
C 4.264400 -2.560511 -3.458896 0.6445 1.0138 -1.1675
C 3.007066 -2.173344 -2.724078 -0.4800 -0.7947 -0.3644
O 2.206594 -3.404391 -2.842639 0.9834 0.7579 1.0536
C 3.125039 -4.472482 -2.536324 0.4395 0.7817 -1.3573
H 5.220005 -3.936340 -2.084275 -0.2784 -0.1707 -0.4263
H 5.036741 -4.593290 -3.740773 -0.1596 -0.1259 0.1596
H 4.077063 -2.460080 -4.562446 0.0280 -0.6242 0.8206
H 5.067437 -1.810143 -3.302857 -0.2074 -0.6214 0.3142
H 2.445244 -1.384071 -3.254493 0.2716 -0.1959 0.7663
H 3.270162 -1.967553 -1.664742 -0.5107 0.0864 -0.4965
H 2.739600 -5.264652 -3.133462 0.0387 -1.0423 -0.3609
H 3.137768 -4.771942 -1.509347 -0.2379 0.0728 0.7805
C 2.965008 1.715506 3.094051 0.0988 -1.0237 -1.1887
C 3.306938 3.039262 3.689142 0.1542 0.4748 0.6729
C 3.873146 3.799149 2.494050 0.3010 -0.5221 1.0406
O 3.167861 3.342695 1.382828 -0.4857 0.0046 -0.5952
C 2.522730 2.112648 1.696669 -0.7244 -1.0011 -1.3099
H 2.280768 1.082184 3.651183 -0.4358 0.2676 0.0025
H 3.811651 1.066741 2.880764 0.6395 0.1380 0.6068
H 3.946709 2.919548 4.570176 0.1129 0.4102 -0.2783
H 2.404931 3.559305 3.987698 -0.3767 -0.0066 0.3124
H 4.901864 3.540827 2.393976 1.2089 -0.1579 -0.2013
H 3.805283 4.864083 2.562171 -0.2204 0.7402 0.1035
H 2.809175 1.354354 0.906998 -0.2990 0.7570 1.0606
H 1.441204 2.267898 1.606649 0.0307 -0.0815 0.1592
C -4.458371 3.958266 -2.272068 0.8443 -0.2605 -0.2948
C -3.257186 3.136591 -2.921424 -1.1295 0.4075 0.5095
C -3.204743 1.831271 -2.082472 1.6964 0.8208 -0.6394
O -3.828985 2.116672 -0.864938 -0.2922 0.3004 0.3161
C -4.893731 3.015746 -1.143272 -1.6130 0.0556 0.5025
H -5.191515 4.197606 -3.040401 -0.4312 -0.5151 0.1809
H -4.210325 4.958874 -1.884571 0.5813 -0.5241 0.0040
H -2.382576 3.757662 -2.849549 0.6542 -0.0690 -0.0303
H -3.472494 2.899344 -3.968464 0.1588 0.1748 0.1473
H -2.159496 1.458180 -1.918984 -0.8735 0.4121 0.1263
H -3.715669 1.065840 -2.619994 -0.6529 -0.8479 -0.3756
H -5.131120 3.530816 -0.186653 0.2054 -0.2245 -0.6317
H -5.840563 2.470660 -1.445240 0.9609 0.1898 0.2285
C 0.521202 0.540232 -6.488937 1.9021 0.2776 0.7732
C -0.354816 0.739438 -5.284530 -0.0271 -0.1521 1.4187
C 0.611585 1.099208 -4.145810 0.2066 -0.9002 -0.9621
O 1.807644 0.336379 -4.415104 -0.6229 -0.8407 0.2762
C 1.976985 0.192308 -5.827328 -1.1085 1.3235 -0.2158
H 0.619449 1.518224 -6.978990 -0.0392 -0.5487 -0.4098
H 0.139812 -0.249327 -7.124910 0.1826 0.1122 -0.3895
H -0.816210 -0.195008 -4.960543 -0.3538 -0.0111 -0.2825
H -1.107445 1.525551 -5.395751 -0.0400 -0.2641 -0.0870
H 0.188486 0.886018 -3.154580 0.5276 0.0468 -0.1529
H 0.943706 2.098241 -4.261899 -0.1283 1.5405 0.3217
H 2.343564 -0.813587 -6.055565 -0.0805 0.1821 0.0687
H 2.731585 0.967924 -6.109243 -0.4869 -0.7119 -0.3016
C -0.430917 -0.740619 1.368965 -0.3057 -0.8757 -0.3433
C 1.050340 -0.997675 1.011601 0.5706 -0.3701 -1.1246
C 1.087470 -0.677970 -0.539723 -0.9310 0.7487 2.1992
O 0.154218 0.412082 -0.681542 0.0230 -0.4176 0.4650
C -0.950122 0.123466 0.204366 -0.2945 -0.7151 -0.9573
H -0.610362 -0.284553 2.329957 0.4265 0.2911 0.2898
H -1.029101 -1.681156 1.427011 0.7607 0.6448 -0.2363
H 1.465034 -2.009329 1.196419 -0.7472 0.3068 -0.0486
H 1.768224 -0.352953 1.517633 -0.3462 0.2970 0.0725
H 0.766479 -1.551752 -1.080623 -0.1674 -0.4284 -0.5150
H 2.032350 -0.309628 -0.878045 0.4757 -0.2022 -0.1905
H -1.686805 -0.462719 -0.400490 0.2372 0.4380 0.4789
H -1.414037 1.060960 0.509509 0.0749 0.1318 -0.0730
C -0.508888 -5.130677 -0.286203 0.9406 -0.5924 -0.6457
C 0.893327 -5.150132 0.359008 -0.2018 1.8196 -0.6767
C 0.555822 -4.690735 1.749189 0.6007 -0.6853 -0.3712
O -0.505949 -3.777666 1.653446 -0.1497 -0.5048 0.2206
C -1.387476 -4.288670 0.637251 -0.0511 -0.4272 0.6054
H -0.799141 -6.169430 -0.419425 -0.6725 -0.0452 0.3680
H -0.461026 -4.766773 -1.287915 0.0695 0.6284 -0.7458
H 1.621757 -4.522325 -0.187472 -0.5705 0.1046 0.4044
H 1.354647 -6.087133 0.475058 0.3616 -1.5353 -0.3593
H 1.415706 -4.354696 2.276344 0.4708 1.1803 0.5051
H 0.346977 -5.623274 2.255730 -1.0292 -0.2647 0.6902
H -1.904012 -3.405015 0.234618 0.1705 -0.5073 -0.2973
H -2.117804 -5.003062 1.060956 -0.0283 0.5974 0.2534
C -2.080152 2.324829 5.846450 -1.0389 0.7432 -0.3890
C -2.394013 2.564384 4.343809 1.1328 -1.2057 1.1841
C -1.224262 1.843728 3.694888 1.3188 -0.0773 0.2784
O -0.799174 0.730365 4.549955 -1.1481 1.2535 0.6916
C -1.379843 1.003124 5.881898 -0.5869 -3.1769 0.0553
H -3.016625 2.378689 6.414332 0.2406 -0.3705 0.0344
H -1.466931 3.141120 6.237407 0.2510 -0.1927 -0.1059
H -2.323102 3.615913 4.175042 -0.5282 0.6560 -0.5883
H -3.329683 2.073790 4.106276 -0.2962 0.3084 -0.2543
H -0.316088 2.477909 3.671773 -0.5071 0.1779 -0.3625
H -1.431484 1.480708 2.685884 0.0249 -0.0791 0.2038
H -0.641734 0.965525 6.695831 0.2834 0.0050 -0.5725
H -2.047776 0.046436 6.068375 0.7699 2.1089 -0.1758
```
Positions in Å, forces in eV/Å.

The calculation puts the relative energy (zero: lowest compared OMol25 entry of this formula, charge and spin) at 73.83 kcal/mol. As for the spin multiplicity: 1. As for the total energy: -77645.055 eV. As for the max |F|: 3.2 eV/A. The SMILES is CN(C)C=O.CN(C)C=O.CN(C)C=O.CN(C)C=O.C1CCOC1.C1CCOC1.C1CCOC1.C1CCOC1.C1CCOC1.C1CCOC1.C1CCOC1.C1CCOC1. The value obtained for the HOMO-LUMO gap is 9.353 eV. The total charge is 0.